Entry 1:
Formula: C33H27MgN7O2Se
Source: the Open Molecules 2025 dataset
Level of theory: ωB97M-V/def2-TZVPD

Computed properties:
Electronic energy = -4409.16109 Eh
Relative energy (zero: lowest compared OMol25 entry of this formula, charge and spin) = 0.0 kJ/mol
2S+1 = 1
Orbital gap = 5.327 eV
Charge = 0

Positions of all 71 atoms, in Å:
Se  4.4753  9.5401  5.5487
Mg  8.8370  10.3487  11.9047
O  10.2192  9.2237  12.8266
O  12.1406  8.1433  12.7183
N  7.5348  11.4840  10.6426
N  8.7918  11.9550  13.8084
N  8.1323  8.9096  10.4600
N  7.3427  9.6724  13.1599
N  4.7040  10.8904  6.6901
N  10.7305  10.7513  10.6448
N  5.4814  8.3697  6.4888
C  6.4285  13.9282  14.4021
C  5.6027  13.4838  15.5685
C  6.2097  13.3720  10.0142
C  11.4144  13.0485  13.2534
C  10.5314  15.2638  13.9736
C  8.9831  13.3011  14.0790
C  6.4821  8.6701  13.1923
C  7.3213  7.1320  8.4627
C  9.4748  16.1069  14.3971
C  8.5490  7.6102  10.4166
C  5.5494  10.5022  7.6399
C  7.2215  12.7629  10.7753
C  10.2969  13.8866  13.7948
C  10.9390  11.4816  9.5288
C  6.9601  10.7761  9.6203
C  6.7681  9.1689  15.3384
C  6.0708  11.3642  8.6828
C  6.0771  8.3344  14.5238
C  6.9086  8.4984  8.4194
C  11.3696  8.9998  12.3013
C  8.1715  6.6866  9.4611
C  12.7237  13.0826  14.1355
C  7.3439  9.3693  9.4770
C  7.9408  14.1709  14.5033
C  8.2700  15.5353  14.7219
C  7.5508  10.0374  14.4961
C  13.0976  10.4576  9.1592
C  5.6126  12.6845  8.9382
C  12.8652  9.6846  10.3167
C  12.0895  11.3952  8.7725
C  11.6558  9.8454  11.0402
C  8.3374  11.2083  14.8131
C  5.9826  9.0831  7.4797
H  8.5442  5.6722  9.4621
H  13.6311  9.0389  10.7433
H  8.5245  11.4160  15.8903
H  7.0053  6.4781  7.6444
H  11.0842  11.9548  13.0873
H  6.1270  14.9843  14.1581
H  13.4775  13.7424  13.6930
H  13.1372  12.1022  14.2429
H  5.6285  12.3700  15.6764
H  5.8993  13.8894  16.5064
H  6.0289  14.4542  10.2064
H  4.5506  13.7793  15.4271
H  6.7518  9.1770  16.4239
H  4.8219  13.1596  8.3299
H  13.9902  10.3112  8.5465
H  6.2850  13.3224  13.4844
H  11.5375  15.6844  13.8274
H  11.5858  13.4016  12.1925
H  5.3557  7.5906  14.8178
H  12.1949  11.9474  7.8679
H  7.7784  13.2502  11.5608
H  12.4846  13.4791  15.1536
H  9.5685  17.1572  14.3875
H  6.1265  8.2200  12.2867
H  7.5266  16.1666  15.1861
H  9.1551  7.3609  11.3043
H  10.1387  12.2282  9.2534

Forces on atoms 1 to 3 (eV/Å):
Se -0.2 -0.3 0.4
Mg 0.5 0.1 1.1
O 0.1 0.6 -0.8

Entry 2:
Formula: C38H61NO18
Source: the Open Molecules 2025 dataset
Level of theory: ωB97M-V/def2-TZVPD

Computed properties:
Electronic energy = -2893.65687 Eh
2S+1 = 1
Orbital gap = 8.059 eV
Charge = 0
SMILES = c1cc[nH]c1.O=C1CCCO1.O=C1CCCO1.O=C1CCCO1.O=C1CCCO1.O=C1CCCO1.O=C1CCCO1.O=C1CCCO1.O=C1CCCO1.CO.CO

Positions of all 118 atoms, in Å:
O  -2.5818  3.4754  2.0056
O  6.5337  -0.0679  0.1808
O  3.9786  2.4183  -1.8207
O  -6.9335  -0.9411  2.3541
O  4.5916  0.6646  1.0374
O  -1.3815  -0.5053  4.6443
O  0.5396  -3.7686  3.5556
O  -2.1911  1.1107  -4.3297
O  -0.8872  -2.7942  -1.1416
O  -3.5788  -0.5485  4.2157
O  -2.3566  4.1690  -0.1410
O  1.5448  -5.3842  4.7481
O  1.2678  -3.3116  -0.9802
O  -5.3380  0.4927  1.5650
O  -3.1056  1.4111  -2.3143
O  -4.2155  -2.9117  0.7371
O  3.0402  0.1364  -3.3768
O  5.7045  2.2161  -3.2643
N  1.6990  0.6249  1.0982
C  5.1650  -0.1203  0.3158
C  5.1410  2.6775  -2.0931
C  7.0262  -1.2059  -0.5253
C  -1.7035  3.2013  3.1056
C  7.0723  2.6459  -3.3379
C  2.7776  -3.9686  3.1663
C  4.5798  -1.2273  -0.5700
C  -2.4650  -0.9708  4.8857
C  6.1415  3.4079  -1.2357
C  -1.8097  -2.0575  -1.9811
C  -4.0389  2.6049  -4.1818
C  -2.4799  1.4967  -5.6712
C  -4.7422  -1.1163  4.7811
C  0.3505  -2.0500  -2.9492
C  -6.4078  -0.3307  1.4306
C  -2.8690  -1.9692  5.9596
C  -6.8209  -0.3569  -0.0171
C  -5.6464  0.2478  -0.7618
C  0.8349  -2.8313  2.4989
C  1.5942  -4.5121  3.9366
C  -0.5304  0.6046  1.1888
C  -0.1057  0.6539  -0.1414
C  -1.0954  -2.0737  -3.3560
C  7.4328  2.9180  -1.8661
C  2.3039  -2.6437  2.6085
C  -4.7623  0.8373  0.3352
C  -3.2318  -2.3796  1.6670
C  -1.8528  4.0054  0.9571
C  1.2643  0.5798  -0.2042
C  -4.3231  -1.6570  6.1549
C  -3.8939  2.1269  -5.6315
C  -3.0670  1.6528  -3.5055
C  -0.3485  4.0751  1.3148
C  3.1354  0.6785  -4.6846
C  -0.3675  3.8097  2.8288
C  0.3641  -2.8309  -1.6495
C  0.6360  0.5137  1.9281
C  5.7850  -2.1385  -0.6793
H  -5.5769  -0.4194  4.8128
H  8.2376  3.6529  -1.8605
H  1.0083  -2.4871  -3.6997
H  0.2297  4.9527  1.0350
H  -0.2223  4.7344  3.3890
H  2.6492  0.7268  1.4293
H  2.4810  -1.7770  3.2506
H  -1.5291  2.1376  3.2635
H  3.7169  -1.6651  -0.0710
H  3.3946  0.8886  -2.8890
H  7.6679  1.8526  -3.7874
H  -3.9787  2.8969  -6.3990
H  0.7725  0.3156  2.9809
H  0.6777  -1.0231  -2.7814
H  7.7339  1.9799  -1.4007
H  0.5641  -3.1308  1.4853
H  5.8129  -2.5759  -1.6759
H  3.9330  0.2248  -5.2776
H  -7.6667  0.3211  -0.1379
H  -4.1148  -3.8658  0.7079
H  5.8725  -2.8003  0.1812
H  -1.3508  -1.2302  -3.9965
H  7.7948  -1.7412  0.0316
H  -3.7914  0.3444  0.2647
H  7.1915  3.5377  -3.9544
H  -4.5034  -0.8159  6.8267
H  -5.0050  -0.4971  -1.2325
H  -4.9437  -2.4850  6.4949
H  4.2348  -0.8568  -1.5357
H  0.3305  -1.8855  2.6887
H  7.4803  -0.9856  -1.4924
H  -5.7694  1.0611  -1.4758
H  -2.9928  -1.3365  1.4684
H  -2.2504  -1.9250  6.8538
H  0.4265  3.1395  3.1577
H  -2.3094  -2.8818  1.3647
H  -7.0594  -1.3736  -0.3228
H  1.9688  0.5375  -1.0194
H  6.0807  3.2450  -0.1612
H  -2.8253  -2.4322  -1.8707
H  2.2331  0.4388  -5.2503
H  -2.6776  -2.9235  5.4634
H  2.8204  -2.2849  1.7184
H  -4.5648  1.9025  0.2203
H  3.7463  -3.9142  3.6639
H  -5.0761  2.5197  -3.8656
H  -3.7037  3.6345  -4.0580
H  -4.6883  1.4288  -5.8973
H  -2.4644  0.6665  -6.3762
H  -1.3632  -2.9605  -3.9329
H  3.0580  -4.6401  2.3511
H  -2.0410  3.6870  4.0210
H  3.3023  1.7551  -4.6602
H  -1.7504  2.2352  -6.0049
H  -0.7235  0.6809  -1.0275
H  -5.0383  -1.9788  4.1804
H  -1.8291  -1.0020  -1.7034
H  5.8893  4.4626  -1.3649
H  0.0414  3.1912  0.8070
H  -1.5459  0.5333  1.5467
H  -3.3677  -2.5737  2.7294

Forces on atoms 1 to 3 (eV/Å):
O 1.0 0.5 -0.5
O -0.3 0.1 0.1
O 1.5 0.3 -0.7

Entry 3:
Formula: C4H14NO3
Source: the Open Molecules 2025 dataset
Level of theory: ωB97M-V/def2-TZVPD

Computed properties:
Electronic energy = -440.94960 Eh
Relative energy (zero: lowest compared OMol25 entry of this formula, charge and spin) = 285.7 kJ/mol
2S+1 = 1
Orbital gap = 11.567 eV
Charge = +1

Positions of all 22 atoms, in Å:
O  -2.8307  -0.8221  -1.3930
O  2.9555  1.5392  0.9354
O  2.5590  -0.9092  -1.2674
N  -0.3732  -0.3026  -0.2538
C  0.1674  0.1692  2.0755
C  -0.4916  -0.7934  1.0855
C  -2.5630  0.2837  -1.0635
C  -1.2839  0.8194  -0.4635
H  0.9049  -0.3516  2.6860
H  0.1304  -1.8076  1.4032
H  -0.7384  -1.1209  -0.9058
H  -0.4789  0.4633  2.8784
H  3.4614  -0.6873  -1.4625
H  0.6333  -0.1476  -0.5473
H  2.5167  -1.9583  -1.4679
H  -0.8157  1.5849  -1.2352
H  -1.4892  -1.0537  1.5307
H  3.0389  0.8782  1.5717
H  -1.4709  1.3838  0.5455
H  -3.3233  1.0280  -1.1994
H  0.6066  1.1900  1.8914
H  3.1932  1.3808  0.0829

Forces on atoms 1 to 3 (eV/Å):
O 1.1 -1.7 0.0
O -2.0 3.4 2.4
O -1.3 -3.9 -0.4